Record 1
A cluster of 9 separate species, C33H64Cl2O24 in total in a non-equilibrium geometry, computed with ωB97M-V with the def2-TZVPD basis set.

Positions of all 123 atoms, in Å:
Cl -4.09924 -9.38865 -19.39564
C -5.18758 -9.86914 -17.99523
C -5.96920 -8.65750 -17.47082
Cl -7.01853 -9.11734 -16.14144
H -4.65532 -10.38547 -17.19636
H -5.82743 -10.66165 -18.38334
H -6.61055 -8.22106 -18.23653
H -5.28275 -7.87031 -17.15903
C -5.91443 -14.29697 -15.78109
C -6.06100 -12.87600 -15.25696
O -7.49630 -12.66180 -15.15320
C -8.07841 -13.80619 -15.05515
O -9.30367 -13.96300 -15.00130
O -7.19603 -14.78514 -15.29882
H -5.03354 -14.84127 -15.44073
H -5.82755 -14.19047 -16.86239
H -5.50087 -12.20437 -15.90754
H -5.66903 -12.67652 -14.25962
C -9.06141 -15.80213 -11.30958
C -10.43084 -15.30599 -11.70061
O -11.20699 -16.35803 -12.29767
C -12.39786 -16.68307 -11.84901
O -12.87667 -16.37196 -10.77304
O -13.02116 -17.32767 -12.74792
C -14.23784 -17.99366 -12.51677
H -8.54445 -16.29334 -12.13394
H -9.22456 -16.58167 -10.56540
H -8.43221 -15.01706 -10.89021
H -10.32449 -14.47089 -12.39300
H -10.82818 -14.89233 -10.77373
H -14.47401 -18.71727 -13.29696
H -14.99217 -17.21019 -12.58931
H -14.32017 -18.46343 -11.53664
C -6.07125 -18.50619 -11.84606
C -6.19339 -18.58502 -13.34533
O -7.56676 -18.14906 -13.58112
C -8.07291 -18.14479 -14.79971
O -7.41144 -18.27692 -15.82145
O -9.35566 -17.88821 -14.70496
C -10.05683 -17.39200 -15.84686
H -5.15125 -18.97093 -11.49147
H -6.86112 -19.14874 -11.45704
H -6.17390 -17.50274 -11.43299
H -6.07231 -19.59868 -13.72732
H -5.48698 -17.90579 -13.82255
H -9.61255 -16.48131 -16.24857
H -11.04865 -17.21158 -15.43234
H -10.01716 -18.16529 -16.61402
C -3.09171 -12.53453 -21.27710
C -2.79346 -13.56828 -20.17172
O -1.93475 -13.08863 -19.14746
C -2.41250 -12.72007 -17.97858
O -3.63880 -12.80032 -17.72605
O -1.39675 -12.32790 -17.21386
C -1.69744 -11.75465 -15.95969
H -3.72089 -11.69916 -20.96986
H -3.66530 -13.04385 -22.05150
H -2.16005 -12.11642 -21.65825
H -2.31369 -14.46733 -20.55853
H -3.72698 -13.97986 -19.78802
H -0.83539 -11.61970 -15.30642
H -2.45300 -12.31165 -15.40563
H -1.99643 -10.75327 -16.26942
C -17.30563 -15.66973 -11.48083
C -16.89293 -14.60009 -12.51430
O -15.45918 -14.42631 -12.45635
C -14.84642 -13.97160 -13.49718
O -15.37325 -13.54983 -14.52519
O -13.57099 -14.02489 -13.27713
C -12.63366 -13.37870 -14.11604
H -17.18711 -15.15363 -10.52812
H -16.68092 -16.56173 -11.52764
H -18.32319 -15.83735 -11.83379
H -17.41292 -13.64879 -12.40146
H -17.30986 -14.93492 -13.46412
H -11.67067 -13.40423 -13.60603
H -12.95955 -12.35633 -14.30745
H -12.60282 -13.84206 -15.10217
C -9.09905 -18.20802 -19.82012
C -7.99980 -17.63482 -18.82431
O -7.15935 -16.48566 -19.35481
C -7.66289 -15.28690 -19.20230
O -8.79644 -14.90601 -18.85104
O -6.63608 -14.38900 -19.52795
C -6.88265 -12.92633 -19.61588
H -9.75070 -18.87528 -19.25601
H -8.60795 -18.83751 -20.56216
H -9.77139 -17.47163 -20.26034
H -7.33615 -18.46937 -18.59805
H -8.42069 -17.50254 -17.82758
H -5.82870 -12.67423 -19.49867
H -7.52874 -12.59935 -18.80117
H -7.20723 -12.73522 -20.63873
C -4.83821 -17.24973 -17.14987
C -4.03895 -16.24024 -18.02971
O -2.81794 -16.79950 -18.55378
C -1.76196 -17.05687 -17.78330
O -1.75475 -17.01062 -16.56013
O -0.74332 -17.33773 -18.55913
C 0.52135 -17.52373 -18.05293
H -5.82440 -16.80215 -17.02650
H -4.55234 -17.48127 -16.12382
H -5.14564 -18.15083 -17.68054
H -3.78957 -15.35816 -17.43995
H -4.60630 -15.78741 -18.84283
H 1.02037 -18.28512 -18.65238
H 0.65252 -17.78378 -17.00257
H 1.05902 -16.58856 -18.20937
C -7.71757 -11.89960 -11.83480
C -9.13401 -11.49357 -12.25559
O -9.04622 -10.05891 -12.57979
C -10.03711 -9.49052 -13.30503
O -10.99114 -10.12613 -13.72504
O -9.77767 -8.22838 -13.48966
C -10.57780 -7.37794 -14.34609
H -7.47969 -11.26889 -10.97824
H -7.02858 -11.68541 -12.65183
H -7.76041 -12.96040 -11.58789
H -9.75683 -11.59526 -11.36684
H -9.62833 -12.10424 -13.01112
H -11.51657 -7.18132 -13.82826
H -10.72297 -7.81138 -15.33562
H -10.17676 -6.36447 -14.33429

For the LUMO energy (alpha / beta), the calculation gives 2.151 / 2.147 eV. Its gap between HOMO and LUMO (alpha / beta) is 0.06080 / 0.39292 Eh. The expectation value of S² is 0.750. As for the charge: -1. The multiplicity is 2.

***

Record 2
A cluster of 10 separate species, C33H64N5O14 in total in a non-equilibrium geometry, computed with ωB97M-V with the def2-TZVPD basis set.

Positions of all 116 atoms, in Å:
C -0.44614 1.09531 0.54960
C -0.10886 -0.35490 0.03239
O -0.10386 -0.59414 -1.33652
H -1.39182 1.45457 0.14371
H 0.36870 1.74622 0.23263
H -0.44148 1.27211 1.62516
H -0.85444 -1.02399 0.46197
H 0.74395 -0.70536 0.61377
C 4.49964 0.49098 -1.11300
C 4.40233 -0.97446 -1.47982
O 5.40634 -1.65540 -1.73344
N 3.18713 -1.53032 -1.62395
C 2.95667 -3.00699 -1.86009
H 3.69650 1.16025 -1.42148
H 5.40710 0.81329 -1.62362
H 4.61545 0.60684 -0.03538
H 2.33864 -0.99708 -1.74971
H 2.01334 -3.32698 -1.41757
H 3.68983 -3.75112 -1.54888
H 2.99224 -3.08925 -2.94640
C 0.09019 3.62147 4.25269
C -1.31540 3.18802 3.70017
O -1.97369 2.26216 4.19157
N -1.80347 3.84761 2.65438
C -3.16387 3.61899 2.17241
H 0.04481 4.14785 5.20608
H 0.61928 4.27777 3.56174
H 0.69547 2.72361 4.37756
H -1.29346 4.70865 2.51796
H -3.26424 3.46566 1.09793
H -3.92332 4.31706 2.52460
H -3.58854 2.70010 2.57663
C -3.97904 -0.80621 -1.11301
C -4.00185 -0.43360 -2.56893
O -5.09582 -0.29383 -3.10580
N -2.82562 -0.32195 -3.20596
C -2.60372 0.02868 -4.62672
H -3.93924 0.09428 -0.50012
H -3.13489 -1.46538 -0.91051
H -4.85030 -1.37479 -0.78786
H -2.02717 -0.27330 -2.58934
H -3.30913 0.83190 -4.83965
H -2.69689 -0.85509 -5.25787
H -1.64797 0.54353 -4.72466
C -1.55668 -3.73409 -2.08210
C -1.09576 -3.37428 -3.50862
O -1.56765 -3.97072 -4.49353
N -0.20152 -2.40871 -3.65601
C 0.48341 -2.10891 -4.90802
H -1.19835 -3.17396 -1.21841
H -1.31767 -4.77260 -1.85304
H -2.63200 -3.58985 -2.18686
H -0.08330 -1.76181 -2.88943
H 1.47553 -1.68096 -4.76433
H -0.07492 -1.53658 -5.64883
H 0.65940 -3.04523 -5.43757
C -0.58490 2.96970 -3.00353
C 0.76651 2.64784 -3.61307
O 1.34658 3.44381 -4.26848
N 1.20390 1.36011 -3.54628
C 2.37421 0.91447 -4.34377
H -1.28769 3.55805 -3.59347
H -0.50357 3.57898 -2.10338
H -1.13453 2.09278 -2.66144
H 0.79983 0.71703 -2.88050
H 2.86205 -0.01998 -4.06647
H 3.19720 1.62302 -4.43731
H 2.03117 0.69928 -5.35575
O 3.28701 4.20913 2.94304
C 2.90561 4.49006 1.83355
O 3.19241 5.68074 1.27906
C 2.87299 5.72704 -0.10522
C 1.84691 4.64756 -0.32493
C 2.13781 3.66451 0.79184
H 3.72437 5.77117 -0.78442
H 2.36478 6.69091 -0.13293
H 2.00165 4.19145 -1.30275
H 0.84220 5.06721 -0.27451
H 2.53464 2.66586 0.60933
H 1.23201 3.45442 1.36058
O 4.95103 -0.32735 2.79987
C 3.70523 -0.43205 2.96196
O 3.11924 -1.62211 3.43178
C 1.68660 -1.59978 3.51309
C 1.49708 -0.05873 3.73949
C 2.57683 0.59876 2.84358
H 1.21729 -2.23404 4.26514
H 1.16802 -1.93675 2.61553
H 1.36097 0.15701 4.79922
H 0.55527 0.35166 3.37522
H 2.86675 1.57021 3.24399
H 2.21727 0.60007 1.81459
O -1.81409 -1.50712 3.92916
C -2.79182 -0.82323 3.66454
O -3.75018 -0.56646 4.57902
C -4.76014 0.25309 4.01955
C -4.61441 -0.06311 2.51705
C -3.07531 -0.15511 2.31755
H -4.45083 1.29497 4.10260
H -5.71548 0.00791 4.48360
H -5.17214 0.64946 1.90937
H -4.99837 -1.05519 2.27943
H -2.56833 0.80938 2.28858
H -2.66335 -0.85205 1.58770
O -1.29340 -7.28732 0.27452
C -0.63302 -6.31892 0.67042
O -1.10303 -5.03468 0.75099
C -0.18168 -4.05663 1.09114
C 0.82935 -4.93824 1.88291
C 0.70584 -6.35019 1.29923
H -0.66731 -3.36585 1.78040
H 0.24725 -3.54019 0.23242
H 0.60636 -4.70743 2.92460
H 1.84659 -4.58550 1.71297
H 0.76368 -7.16442 2.02158
H 1.44522 -6.58029 0.53211

For the LUMO energy, the calculation gives 1.739 eV. Its gap between HOMO and LUMO is 0.27443 Eh. As for the charge: -1.